(1)
A molecular structure, C25H35O3PRhS5 at a distorted geometry, computed with ωB97M-V with the def2-TZVPD basis set.

Geometry as XYZ:
```
70
Properties=species:S:1:pos:R:3:forces:R:3:lowdin_charge:R:1
Rh 0.786 -0.381 -1.503 -0.842 1.491 1.425 0.06
O -1.053 4.353 -4.143 -0.339 -0.027 -0.141 -0.01
C -0.885 3.607 -3.174 1.571 -0.085 0.150 -0.65
O 0.218 3.068 -2.801 -0.741 0.531 -0.669 -0.17
C -2.024 3.357 -2.219 0.030 -0.184 0.157 -0.15
C -3.220 4.048 -2.355 -0.070 -0.038 0.159 -0.03
C -4.215 3.929 -1.397 0.020 0.035 -0.033 -0.10
C -4.006 3.116 -0.289 -0.033 -0.044 0.105 -0.11
C -2.822 2.408 -0.150 0.069 -0.126 -0.151 -0.12
C -1.821 2.512 -1.124 -0.562 -0.356 0.122 -0.49
S -0.284 1.684 -0.848 1.115 -0.710 -0.634 0.82
H -3.332 4.697 -3.216 0.066 -0.042 0.001 0.11
H -5.141 4.484 -1.496 0.007 -0.023 -0.008 0.09
H -4.770 3.040 0.477 0.012 -0.031 -0.007 0.09
H -2.660 1.765 0.711 -0.010 0.135 -0.044 0.08
S 2.176 -2.117 -2.061 -0.444 -0.597 -0.126 -0.06
S 3.399 -1.474 -3.457 -0.190 0.915 -0.655 -0.04
S 1.563 0.172 -4.558 0.424 -0.584 0.435 0.03
S -0.021 -0.586 -3.739 0.189 -0.187 0.522 0.03
C 0.882 -4.113 0.576 -0.044 0.012 0.023 -0.10
C 0.728 -2.805 1.368 0.474 0.025 -0.456 -0.66
C 0.075 -3.086 2.720 -0.108 -0.019 0.056 -0.08
C 2.137 -2.228 1.609 -0.074 -0.031 0.019 -0.11
P -0.191 -1.522 0.316 -0.689 -0.053 -0.300 1.06
C -0.584 -0.332 1.672 0.161 0.275 -0.042 -0.37
C -1.737 -0.318 2.454 0.025 -0.168 -0.038 -0.11
C -1.887 0.592 3.495 0.094 0.113 0.015 -0.09
C -0.878 1.502 3.779 -0.103 -0.026 -0.020 -0.09
C 0.272 1.513 3.000 0.054 -0.100 -0.012 -0.07
C 0.409 0.617 1.949 -0.032 -0.164 0.240 -0.17
C -1.816 -2.288 -0.284 -0.016 0.257 -0.190 -0.65
C -2.603 -3.172 0.687 0.005 -0.004 0.060 -0.09
C -2.690 -1.095 -0.729 0.029 -0.151 0.111 -0.10
C -1.505 -3.121 -1.541 -0.111 -0.072 0.056 -0.11
H 1.584 -4.770 1.103 -0.054 0.077 -0.025 0.09
H 1.279 -3.929 -0.425 -0.034 -0.084 0.065 0.02
H -0.066 -4.650 0.487 0.114 0.056 0.011 0.06
H 0.667 -3.852 3.238 -0.042 0.076 -0.079 0.09
H -0.945 -3.465 2.619 0.152 0.044 0.076 0.06
H 0.052 -2.196 3.350 0.002 -0.066 -0.021 0.08
H 2.772 -2.994 2.069 -0.086 0.044 -0.002 0.09
H 2.106 -1.366 2.279 0.007 -0.042 -0.022 0.07
H 2.597 -1.925 0.666 0.050 -0.028 0.032 0.02
H -2.538 -1.019 2.263 0.069 0.127 0.047 0.08
H -2.796 0.589 4.085 0.027 -0.018 -0.041 0.10
H -0.993 2.206 4.596 0.005 -0.038 -0.077 0.10
H 1.057 2.234 3.201 -0.041 -0.048 -0.051 0.11
H 1.292 0.653 1.321 -0.014 0.092 0.042 0.08
H -2.864 -2.672 1.620 0.005 -0.153 -0.105 0.06
H -2.066 -4.091 0.927 -0.055 0.046 -0.004 0.06
H -3.540 -3.458 0.199 0.054 0.005 -0.001 0.09
H -2.949 -0.434 0.101 -0.010 -0.070 -0.126 0.06
H -3.616 -1.471 -1.178 0.059 -0.032 0.080 0.09
H -2.168 -0.504 -1.479 0.002 0.096 -0.031 0.04
H -1.016 -4.067 -1.301 -0.051 0.088 -0.055 0.07
H -0.867 -2.574 -2.231 0.029 -0.039 -0.033 -0.01
H -2.447 -3.344 -2.056 0.072 -0.001 0.104 0.09
C 4.846 1.713 0.066 -0.075 0.077 -0.032 -0.16
C 4.276 3.002 -0.565 -0.018 -0.172 0.030 -0.15
C 3.051 2.515 -1.370 0.172 -0.099 0.135 -0.18
O 2.905 1.114 -1.057 0.084 0.081 0.127 -0.26
C 4.218 0.628 -0.798 -0.059 0.119 0.062 -0.25
H 4.500 1.607 1.098 0.033 0.002 -0.025 0.10
H 5.936 1.674 0.060 -0.033 0.019 0.012 0.10
H 5.005 3.474 -1.224 0.015 0.010 0.006 0.10
H 3.990 3.728 0.195 0.028 0.004 -0.022 0.10
H 3.191 2.635 -2.444 0.006 -0.091 -0.073 0.12
H 2.136 3.015 -1.095 -0.278 0.020 -0.037 0.07
H 4.767 0.510 -1.737 -0.030 -0.041 -0.067 0.09
H 4.138 -0.345 -0.316 -0.045 -0.030 -0.028 0.10
```
Positions in Å, forces in eV/Å.

Summary:
Energy (eV): -99110.201
Molecular weight (g/mol): 677.77
F_max (eV Å⁻¹): 2.2
LUMO level (spin up / spin down) (eV): 1.17 / 0.91
Kohn-Sham gap (spin up / spin down) (eV): 4.818 / 4.359
Total charge: -1

(2)
C2H2O2S2 in the gas phase at a distorted geometry, computed with ωB97M-V with the def2-TZVPD basis set.

Geometry as XYZ:
```
8
Properties=species:S:1:pos:R:3:forces:R:3:lowdin_charge:R:1
C -0.570 0.604 -0.001 -0.908 2.206 1.093 -0.84
C 0.469 -0.389 0.096 2.839 -5.530 0.440 -0.86
H -1.487 -1.426 -0.461 -0.987 1.659 0.727 -0.02
H 1.898 1.458 0.371 0.583 -2.951 -1.510 0.04
O -0.284 1.777 0.203 -0.964 -0.970 -0.495 0.00
O 0.286 -1.612 0.322 -0.320 2.636 -0.710 -0.09
S -2.109 -0.171 -0.118 -0.287 -0.969 -0.979 0.90
S 2.120 0.006 -0.174 0.044 3.918 1.433 0.86
```
Positions in Å, forces in eV/Å.

Summary:
SMILES string: O=C(S)C(=O)S
Energy (eV): -27870.290
Molecular weight (g/mol): 122.17
F_max (eV Å⁻¹): 6.2
LUMO level (eV): -1.24
Kohn-Sham gap (eV): 8.976
Total charge: 0

(3)
2 unconnected molecules or ions with the total composition CH3N5O3 at a distorted geometry, computed with ωB97M-V with the def2-TZVPD basis set.

Geometry as XYZ:
```
12
Properties=species:S:1:pos:R:3:forces:R:3:lowdin_charge:R:1
C -0.460 -0.328 0.237 -2.230 4.126 0.168 -0.31
N 0.257 -1.188 0.301 1.701 -3.402 0.140 0.16
N 3.413 -1.283 -0.254 2.423 4.476 -1.229 -0.02
N -1.134 0.861 0.201 0.304 -1.342 -0.981 0.12
N 2.805 -0.266 0.110 -2.759 -2.989 0.179 0.06
N 3.077 1.035 -0.014 1.162 1.625 -1.506 -0.44
O 2.633 1.653 -1.001 0.685 -1.374 1.461 0.05
O 2.769 -2.354 -0.153 -3.487 -2.500 1.507 -0.01
O 3.600 1.507 0.960 0.338 0.854 0.331 0.08
H 1.770 -2.198 0.193 1.968 0.263 -0.785 0.11
H -1.684 0.933 -0.660 0.107 0.257 0.728 0.11
H -1.599 1.102 1.060 -0.212 0.008 -0.015 0.10
```
Positions in Å, forces in eV/Å.

Summary:
SMILES string: O=[N+]([O-])/N=N/O.N#CN
Energy (eV): -14671.317
Molecular weight (g/mol): 133.07
F_max (eV Å⁻¹): 5.2
LUMO level (eV): 0.09
Kohn-Sham gap (eV): 10.281
Total charge: 0

(4)
A molecular structure, C26H35N4O2PtSSiTe at a distorted geometry, computed with ωB97M-V with the def2-TZVPD basis set.

Geometry as XYZ:
```
71
Properties=species:S:1:pos:R:3:forces:R:3:mulliken_spin:R:1
Pt 0.459 0.087 -0.536 0.117 -0.593 0.981 1.09
O -0.659 4.141 0.180 0.181 0.281 0.012 0.00
C -0.273 3.022 -0.165 0.111 0.407 -0.095 -0.01
O -0.839 1.927 0.078 -0.071 -0.641 -0.157 0.11
C 0.958 2.950 -1.072 -0.304 0.085 -0.016 0.00
C 1.976 3.889 -1.010 0.029 0.041 -0.064 -0.01
C 3.030 3.789 -1.903 -0.232 -0.128 0.046 0.01
C 2.984 2.792 -2.870 0.105 0.094 -0.054 0.00
C 1.921 1.906 -2.863 0.052 -0.044 -0.253 0.02
N 0.942 1.950 -1.962 0.324 0.519 0.099 0.02
H 1.921 4.663 -0.262 -0.026 0.058 0.066 0.00
H 3.861 4.479 -1.853 0.054 0.047 -0.033 0.00
H 3.757 2.707 -3.622 0.001 -0.061 0.020 0.00
H 1.831 1.126 -3.609 0.111 -0.081 0.028 -0.01
Te 2.562 -1.181 -1.345 -0.211 0.031 0.081 0.45
C 2.475 -3.301 -1.481 -0.156 0.177 0.001 -0.02
C 1.311 -3.973 -1.826 -0.251 0.227 -0.027 -0.02
C 1.296 -5.349 -1.953 -0.097 -0.239 -0.041 -0.01
C 2.447 -6.086 -1.730 0.055 -0.115 -0.004 0.02
C 3.615 -5.428 -1.383 0.054 -0.203 -0.003 -0.01
C 3.627 -4.051 -1.268 0.168 0.280 0.098 0.03
H 0.411 -3.401 -2.001 -0.153 0.028 0.004 0.01
H 0.381 -5.858 -2.228 -0.061 0.032 -0.003 0.00
H 2.442 -7.164 -1.826 -0.047 -0.030 0.000 0.00
H 4.520 -5.994 -1.197 0.029 0.020 -0.013 0.00
H 4.545 -3.548 -1.003 0.140 0.073 0.058 0.00
C -3.498 2.782 -0.980 -0.157 0.246 0.087 0.00
N -3.097 1.757 -1.930 0.099 -0.363 0.139 0.00
C -2.264 2.237 -3.008 0.185 0.121 -0.271 0.00
C -2.981 0.452 -1.571 -0.457 -0.122 -0.429 0.01
S -1.756 -0.541 -2.146 0.461 -0.316 -0.188 0.01
N -3.990 -0.091 -0.845 0.083 0.364 0.118 0.00
C -3.872 -1.419 -0.310 0.147 -0.201 0.251 0.00
C -5.328 0.444 -0.825 -0.161 0.139 0.035 0.00
H -2.661 3.447 -0.763 0.017 -0.069 -0.003 0.00
H -3.799 2.335 -0.039 -0.007 -0.017 0.045 0.00
H -4.318 3.381 -1.387 -0.096 -0.030 0.021 0.00
H -2.750 3.092 -3.481 -0.078 0.053 0.080 0.00
H -2.145 1.437 -3.739 0.053 0.195 0.020 0.00
H -1.273 2.536 -2.656 -0.104 -0.066 -0.041 0.00
H -2.823 -1.645 -0.159 -0.064 -0.113 0.072 0.00
H -4.297 -2.167 -0.986 -0.006 -0.014 -0.072 0.00
H -4.393 -1.463 0.644 -0.090 -0.006 0.106 0.00
H -5.422 1.243 -1.554 -0.041 0.041 0.017 0.00
H -5.592 0.823 0.168 -0.054 0.031 -0.063 0.00
H -6.037 -0.349 -1.088 0.067 0.016 0.021 0.00
C -0.956 -2.353 1.583 -0.060 0.615 0.267 0.00
Si -0.649 -0.700 2.507 -0.826 -0.564 -0.121 0.03
C -0.605 -1.165 4.377 0.357 0.235 -0.568 0.01
C -2.198 0.426 2.409 0.541 -0.418 -0.145 0.00
N 0.706 -0.020 1.701 -0.714 -0.225 -1.031 0.20
C 1.881 0.463 2.139 0.570 0.250 0.169 0.00
C 2.727 1.223 1.301 -0.014 0.117 -0.045 0.02
C 3.943 1.701 1.739 0.147 0.057 0.160 0.00
C 4.393 1.432 3.023 0.271 0.100 0.024 0.02
C 3.591 0.669 3.860 0.160 0.096 0.116 -0.01
C 2.366 0.207 3.439 -0.063 -0.017 -0.003 0.02
H -1.971 -2.718 1.703 -0.284 -0.121 0.091 0.00
H -0.281 -3.132 1.928 0.225 -0.082 0.132 0.00
H -0.765 -2.210 0.520 0.009 0.011 -0.112 0.00
H -1.573 -1.563 4.668 -0.296 -0.063 -0.117 0.00
H -0.415 -0.302 5.007 0.058 0.221 0.106 0.00
H 0.135 -1.922 4.616 0.212 -0.164 0.000 0.00
H -3.117 -0.155 2.433 -0.168 -0.237 0.119 0.00
H -2.184 1.003 1.494 0.036 0.127 -0.223 0.00
H -2.228 1.135 3.234 0.083 0.079 0.175 0.00
H 2.396 1.459 0.297 0.090 -0.074 0.184 0.01
H 4.555 2.289 1.063 -0.001 0.022 -0.027 0.00
H 5.351 1.805 3.365 0.019 -0.021 -0.008 0.00
H 3.937 0.431 4.860 -0.035 0.001 0.031 0.00
H 1.757 -0.386 4.100 -0.035 -0.101 0.153 0.00
```
Positions in Å, forces in eV/Å.

Summary:
Energy (eV): -66840.166
Molecular weight (g/mol): 818.42
F_max (eV Å⁻¹): 1.3
Expectation value of S²: 2.013
LUMO level (spin up / spin down) (eV): 2.50 / 1.33
2S+1: 3
Kohn-Sham gap (spin up / spin down) (eV): 6.215 / 5.095
Total charge: -1

(5)
2 unconnected molecules or ions with the total composition C10H12Si at a distorted geometry, computed with ωB97M-V with the def2-TZVPD basis set.

Geometry as XYZ:
```
23
Properties=species:S:1:pos:R:3:forces:R:3:lowdin_charge:R:1
C 1.968 -0.035 1.252 0.819 -0.701 2.929 -0.18
C -2.138 -1.632 1.232 -1.688 -0.612 0.299 -0.38
C 1.360 0.571 0.444 -1.849 2.178 -3.137 -0.15
C -1.706 -0.592 0.787 1.630 1.751 -1.792 -0.09
C -1.196 3.420 -1.826 2.038 -1.712 -0.463 -0.02
C 1.686 -0.382 -2.709 -1.970 0.464 -1.037 -0.04
C -0.531 2.843 -0.780 -0.247 0.802 -1.383 -0.26
C 0.758 0.600 -2.591 -0.255 -0.462 0.490 -0.22
C 2.486 -0.849 2.339 -0.772 -1.424 -1.595 -0.08
C -2.819 -2.751 1.915 2.138 -0.347 2.745 -0.19
Si 0.246 1.196 -0.852 -0.011 -2.086 0.463 0.80
H -1.763 4.286 -1.674 -0.539 1.376 0.229 0.03
H -1.071 3.147 -2.926 -0.561 -0.337 1.760 0.08
H 2.082 -0.797 -3.631 -0.150 0.622 -0.355 0.06
H 1.797 -1.090 -1.943 0.865 -0.215 1.688 0.03
H -0.376 3.427 0.125 -0.788 -0.320 0.208 0.06
H 0.237 1.036 -3.467 0.900 0.039 0.458 0.06
H 3.249 -1.405 1.747 -0.212 -0.408 1.290 0.09
H 2.915 -0.338 3.182 0.149 0.374 0.123 0.07
H 1.601 -1.499 2.662 1.435 0.599 -0.323 0.12
H -3.889 -2.953 1.943 -0.045 0.313 -1.257 0.05
H -2.200 -3.675 1.714 -1.096 0.644 0.306 0.07
H -2.697 -2.530 3.056 0.208 -0.538 -1.646 0.09
```
Positions in Å, forces in eV/Å.

Summary:
Energy (eV): -18433.353
Molecular weight (g/mol): 160.29
F_max (eV Å⁻¹): 4.2
LUMO level (eV): -1.21
Kohn-Sham gap (eV): 6.527
Total charge: 0

(6)
C3H4N2O2S in the gas phase at a distorted geometry, computed with ωB97M-V with the def2-TZVPD basis set.

Geometry as XYZ:
```
12
Properties=species:S:1:pos:R:3:forces:R:3:lowdin_charge:R:1
C 1.344 0.551 -0.076 5.266 -2.598 0.394 -0.53
C -0.884 -0.220 0.002 -3.314 -4.819 1.236 -0.25
C -1.419 1.208 -0.214 1.824 3.594 2.967 -0.06
H 1.905 -1.508 -0.249 -2.138 -1.028 -0.215 0.10
H 1.096 1.522 -0.101 -1.826 2.686 0.020 0.00
H -1.448 -2.147 0.828 0.867 1.192 -1.104 0.07
H -2.568 1.312 -0.228 1.718 -0.278 -0.446 0.15
N 0.470 -0.438 -0.224 -1.482 3.243 0.203 -0.24
N -1.730 -1.236 0.407 1.975 4.917 -1.166 0.16
O 0.844 -1.686 -0.352 4.072 -1.409 0.536 0.01
O -0.666 2.238 0.037 -4.303 -4.472 -1.773 -0.02
S 3.055 0.405 0.168 -2.659 -1.028 -0.650 0.61
```
Positions in Å, forces in eV/Å.

Summary:
SMILES string: [H]/N=C(/C=O)N(O)C=S
Energy (eV): -21081.465
Molecular weight (g/mol): 132.14
F_max (eV Å⁻¹): 6.5
LUMO level (eV): -1.57
Kohn-Sham gap (eV): 7.615
Total charge: 0